Density functional theory data (ωB97M-V with the def2-TZVPD basis set) for one molecule with the formula C5H7NO.

Values from the calculation:
- ΔE to the lowest compared entry with this formula, charge and spin (eV) = 0.746
- multiplicity = 1
- E_tot (Eh) = -324.69705
- SMILES string = Cc1cc(N)co1
- Kohn-Sham gap (eV) = 9.003

Cartesian coordinates (Å):
C -0.726 0.167 2.324
C -0.277 -0.034 0.921
C -0.182 0.801 -0.147
C 0.291 -0.005 -1.243
N 0.408 0.384 -2.590
C 0.506 -1.241 -0.727
O 0.128 -1.282 0.586
H -1.664 -0.363 2.526
H -0.879 1.234 2.507
H 0.033 -0.210 3.017
H -0.373 1.867 -0.148
H 1.013 1.183 -2.731
H 0.730 -0.377 -3.175
H 0.991 -2.123 -1.119